(1)
The following is a DFT calculation (the ωB97M-V functional and the def2-TZVPD basis) of 2 unconnected molecules or ions with the total composition C3H7NO2.

Element x y z (Å)
C -1.653 1.440 0.620
C -1.360 1.259 1.963
O -0.484 0.249 2.254
H -2.133 2.384 0.151
H -1.170 0.802 -0.176
H -2.026 1.671 2.672
H -0.537 0.121 3.209
N 2.088 -1.016 -1.011
C 0.762 -0.948 -1.455
O 0.449 -0.956 -2.635
H 2.819 -1.011 -1.704
H 2.271 -0.691 -0.067
H -0.047 -1.011 -0.723

Properties
**Max |F|**: 5.29 eV/Å
**Highest occupied orbital energy**: -9.026 eV
**Kohn-Sham gap**: 9.597 eV
**SMILES**: C=CO.NC=O
**M**: 89.1 u
**Energy above the lowest of the compared OMol25 structures with the same formula, charge and spin**: 54.4 kcal/mol
**E**: -8808.171 eV

(2)
The following is a DFT calculation (the ωB97M-V functional and the def2-TZVPD basis) of 7 unconnected molecules or ions with the total composition C38H86N8O7.

Element x y z (Å)
C 3.839 -0.525 -3.069
C 3.371 -1.961 -2.724
C 1.961 -2.062 -3.123
C 4.230 -2.959 -3.540
C 5.644 -3.238 -2.904
C 5.376 -3.623 -1.462
C 4.715 -2.474 -0.634
C 4.395 -3.105 0.729
C 5.589 -1.220 -0.514
N 3.443 -2.284 -1.293
O 2.736 -1.241 -0.578
H 3.362 0.179 -2.309
H 4.952 -0.388 -2.958
H 3.455 -0.211 -4.059
H 1.535 -2.968 -2.681
H 1.412 -1.157 -2.837
H 1.919 -2.179 -4.256
H 3.695 -3.891 -3.582
H 4.375 -2.471 -4.510
H 6.069 -3.959 -3.585
H 6.275 -2.275 -2.967
H 6.273 -3.993 -1.004
H 4.664 -4.463 -1.372
H 4.099 -4.218 0.715
H 3.600 -2.535 1.225
H 5.251 -3.163 1.417
H 6.442 -1.577 -0.025
H 5.078 -0.493 0.140
H 5.730 -0.769 -1.510
H 2.054 -1.733 -0.102
C -1.523 -2.295 -2.279
C -2.775 -1.448 -2.086
C -2.429 -0.009 -2.310
C -3.804 -1.748 -3.089
C -4.617 -3.027 -2.784
C -5.189 -3.005 -1.300
C -4.201 -2.671 -0.273
C -4.944 -2.236 0.935
C -3.283 -3.840 0.002
N -3.416 -1.487 -0.744
O -2.515 -1.104 0.273
H -0.912 -2.344 -1.383
H -1.791 -3.361 -2.370
H -0.844 -2.118 -3.110
H -3.271 0.614 -1.940
H -1.606 0.246 -1.631
H -2.155 0.341 -3.285
H -4.551 -0.966 -3.273
H -3.318 -1.943 -4.069
H -5.412 -3.094 -3.494
H -3.980 -3.920 -2.922
H -5.769 -3.904 -1.049
H -5.938 -2.190 -1.231
H -5.371 -1.238 0.762
H -4.293 -2.177 1.796
H -5.823 -2.815 1.131
H -3.834 -4.648 0.412
H -2.507 -3.553 0.719
H -2.754 -4.174 -0.825
H -1.915 -1.854 0.375
C -2.809 1.842 6.292
C -1.598 1.475 5.499
C -0.343 1.586 6.433
C -1.547 0.101 4.838
C -2.469 -0.046 3.629
C -2.149 1.037 2.566
C -2.177 2.442 3.138
C -1.447 3.377 2.113
C -3.582 2.972 3.313
N -1.328 2.380 4.373
O -1.218 3.709 4.870
H -2.909 1.266 7.242
H -2.731 2.919 6.460
H -3.714 1.577 5.747
H 0.590 1.411 5.875
H -0.379 2.545 6.987
H -0.455 0.884 7.308
H -0.595 -0.098 4.426
H -1.826 -0.700 5.539
H -2.175 -0.930 3.094
H -3.503 -0.111 3.962
H -2.898 0.891 1.839
H -1.125 0.750 2.232
H -2.006 3.154 1.189
H -0.457 3.077 2.011
H -1.544 4.456 2.400
H -3.646 3.660 4.158
H -4.302 2.156 3.587
H -3.995 3.473 2.380
H -0.266 4.044 4.915
C 0.481 1.985 -4.481
C 0.276 3.547 -4.304
C 0.838 4.226 -5.519
C -1.154 3.963 -4.197
C -1.808 3.643 -2.821
C -0.936 4.295 -1.733
C 0.539 3.855 -1.751
C 1.418 4.940 -1.011
C 0.769 2.546 -1.129
N 0.937 4.112 -3.172
O 2.321 3.858 -3.300
H -0.256 1.321 -3.918
H 0.417 1.729 -5.554
H 1.526 1.832 -4.216
H 0.804 5.284 -5.217
H 1.841 3.860 -5.750
H 0.272 3.910 -6.330
H -1.104 5.077 -4.222
H -1.712 3.593 -5.053
H -2.775 4.183 -2.819
H -1.960 2.552 -2.624
H -1.369 4.052 -0.761
H -0.956 5.377 -2.039
H 1.147 4.965 0.010
H 1.205 5.879 -1.572
H 2.491 4.681 -1.054
H 1.700 2.054 -1.300
H -0.001 1.801 -1.321
H 0.778 2.664 0.005
H 2.640 4.666 -3.612
N 1.333 1.869 3.135
C 1.961 0.716 2.676
N 3.176 0.801 2.059
O 1.390 -0.385 2.829
H 1.716 2.790 2.840
H 0.433 1.842 3.640
H 3.237 1.608 1.477
H 3.191 -0.034 1.510
N 1.094 -5.490 4.092
C 1.402 -4.422 3.328
N 1.892 -3.364 3.990
O 1.281 -4.511 2.094
H 1.174 -5.588 5.097
H 0.665 -6.318 3.745
H 1.892 -2.512 3.455
H 1.565 -3.216 4.952
O 0.596 -2.076 0.927
H 0.812 -3.005 1.146
H 0.628 -1.528 1.774

Properties
**Max |F|**: 3.33 eV/Å
**Highest occupied orbital energy**: -8.135 eV
**Kohn-Sham gap**: 8.562 eV
**SMILES**: CC1(C)CCCC(C)(C)N1O.CC1(C)CCCC(C)(C)N1O.CC1(C)CCCC(C)(C)N1O.CC1(C)CCCC(C)(C)N1O.NC(N)=O.NC(N)=O.O
**M**: 767.2 u
**Energy above the lowest of the compared OMol25 structures with the same formula, charge and spin**: 0.0 kcal/mol
**E**: -67050.692 eV

(3)
The following is a DFT calculation (the ωB97M-V functional and the def2-TZVPD basis) of a molecular structure, C27H32N8O5RhS.

Element x y z (Å)
Rh -0.957 -0.133 -0.409
N -3.208 -2.307 0.539
C -3.902 -1.143 0.200
C -5.240 -1.272 -0.176
C -5.960 -0.135 -0.469
C -5.333 1.101 -0.386
C -4.001 1.128 -0.044
N -3.292 0.035 0.255
C -2.028 -2.453 1.219
C -1.657 -3.728 1.682
C -0.524 -3.855 2.452
C 0.226 -2.718 2.764
C -0.183 -1.514 2.240
N -1.268 -1.378 1.460
H -3.706 -3.160 0.351
H -5.688 -2.255 -0.248
H -6.996 -0.213 -0.768
H -5.860 2.016 -0.613
H -3.463 2.069 -0.043
H -2.282 -4.584 1.464
H -0.234 -4.827 2.830
H 1.100 -2.782 3.396
H 0.361 -0.598 2.446
O -3.257 1.272 -3.390
C -2.309 0.710 -2.876
O -2.326 -0.336 -2.125
C -0.895 1.229 -3.141
C -0.616 2.028 -4.237
C 0.708 2.306 -4.534
C 1.703 1.769 -3.729
C 1.333 1.017 -2.627
N 0.057 0.759 -2.332
H -1.441 2.401 -4.828
H 0.966 2.918 -5.388
H 2.751 1.930 -3.940
H 2.089 0.614 -1.964
N 0.391 -2.264 -1.140
C 1.770 -2.218 -1.294
C 2.596 -2.184 -0.151
C 3.948 -2.046 -0.303
C 4.479 -1.946 -1.604
C 3.681 -2.021 -2.752
C 2.325 -2.140 -2.592
S 6.276 -1.704 -1.718
O 6.543 -1.609 -3.127
O 6.425 -0.486 -0.948
O 6.714 -2.911 -1.047
H -0.080 -2.458 -2.019
H 0.093 -2.920 -0.421
H 2.155 -2.264 0.833
H 4.621 -1.997 0.543
H 4.141 -1.963 -3.730
H 1.675 -2.164 -3.459
C 2.063 1.667 3.037
N 1.334 1.907 1.798
C 1.970 1.477 0.568
C -0.006 2.137 1.779
N -0.723 1.795 0.741
N -0.550 2.733 2.882
C -1.981 2.634 3.106
C 0.126 3.824 3.574
H 2.645 0.748 2.945
H 1.372 1.551 3.869
H 2.755 2.481 3.262
H 3.049 1.472 0.705
H 1.713 2.160 -0.239
H 1.641 0.468 0.278
H -1.659 2.167 0.803
H -2.556 3.376 2.539
H -2.176 2.800 4.164
H -2.330 1.636 2.840
H 1.060 4.068 3.073
H 0.336 3.568 4.614
H -0.505 4.714 3.560

Properties
**Max |F|**: 1.89 eV/Å
**Highest occupied orbital energy (alpha / beta)**: -11.411 / -11.494 eV
**Kohn-Sham gap (alpha / beta)**: 8.423 / 4.996 eV
**Multiplicity**: 5
**Total charge**: +1
**M**: 683.6 u
**Energy above the lowest of the compared OMol25 structures with the same formula, charge and spin**: 46.3 kcal/mol
**E**: -64512.252 eV